138
Properties=species:S:1:pos:R:3:forces:R:3:lowdin_charge:R:1 method="wB97M-V/def2-TZVPD" total_energy_ev=-110055.184 smiles="C[C@H]1COC(=O)O1.O=S1(=O)CCCC1.O=S1(=O)CCCC1.O=S1(=O)CCCC1.CC(C)=O.CC(C)=O.CC(C)=O.CC(C)=O.CC(C)=O.CC(C)=O.CC(C)=O.CC(C)=O" orbital_gap_ev=9.7 largest_force_ev_per_a=2.6
C -4.49581 -3.66276 1.82843 0.3 0.0 -0.1 -0.005
C -2.99909 -3.85147 1.68835 -0.2 0.3 -0.4 -0.317
C -2.09687 -2.78136 2.29002 0.5 0.3 -0.5 -0.083
O -1.26651 -3.49516 3.21600 -0.3 0.1 0.5 0.079
C -1.61882 -4.79673 3.24844 -0.3 -0.3 -1.5 -0.575
O -1.08118 -5.66551 3.84726 0.3 0.1 0.8 0.156
O -2.60658 -5.05019 2.34761 0.3 0.1 0.9 0.082
H -4.81768 -3.60109 2.86904 0.2 -0.3 0.1 0.093
H -4.93363 -4.53693 1.34630 -0.4 0.2 0.1 0.094
H -4.86021 -2.74277 1.36773 0.1 -0.2 -0.3 0.046
H -2.69384 -3.97993 0.64979 -0.5 0.1 0.0 0.102
H -2.60750 -1.92055 2.72427 0.5 -1.1 0.4 0.072
H -1.44073 -2.35893 1.52539 0.0 -0.2 0.0 0.095
O 1.99254 -6.45325 -1.86695 -0.1 0.5 -0.1 -0.314
S 2.28717 -5.19393 -1.21969 0.0 -0.1 0.0 0.677
O 3.50986 -4.48653 -1.53118 -0.2 -0.1 -0.1 -0.344
C 0.86262 -4.03703 -1.25028 0.3 -1.3 0.5 -0.175
C 0.00067 -4.48510 -0.01828 0.8 2.1 0.4 -0.182
C 0.72640 -5.55785 0.82120 -1.7 -0.7 -1.2 -0.206
C 2.20295 -5.48909 0.54100 -0.3 -0.1 0.3 -0.224
H 0.37347 -4.02613 -2.22214 0.0 -0.2 0.0 0.095
H 1.32952 -3.07161 -1.06813 0.0 0.0 0.0 0.081
H 0.02917 -3.54036 0.54025 -0.4 -0.2 0.4 0.088
H -1.05136 -4.66394 -0.21848 0.2 -0.4 -0.3 0.095
H 0.31636 -6.48476 0.40110 0.6 -0.3 0.0 0.123
H 0.39781 -5.63367 1.85701 0.4 0.6 0.1 0.102
H 2.62101 -6.45796 0.80594 0.6 0.2 -0.3 0.116
H 2.71218 -4.64490 1.00491 0.0 -0.1 0.2 0.088
O 1.68397 0.26290 -1.81855 -0.3 0.8 0.2 -0.330
S 0.33127 0.56237 -1.39287 -0.8 -1.7 0.7 0.720
O -0.79174 0.24320 -2.26547 0.7 0.8 0.0 -0.333
C -0.02327 -0.38860 0.15865 0.7 0.8 0.7 -0.185
C -0.38047 0.70872 1.16250 -0.9 -0.3 0.7 -0.234
C 0.42431 1.94392 0.84636 0.3 0.5 -0.8 -0.215
C 0.17713 2.20486 -0.65252 -0.3 -0.9 0.7 -0.215
H 0.88212 -0.85892 0.55180 0.3 0.1 -0.5 0.091
H -0.76499 -1.17552 0.04544 -0.2 0.3 -0.6 0.061
H -1.44204 0.97951 1.13808 0.0 -0.1 -0.3 0.099
H -0.25951 0.40156 2.20456 0.3 -0.2 -0.1 0.116
H 1.49059 1.82662 1.04363 0.0 0.1 0.2 0.102
H 0.00574 2.81481 1.34828 0.4 0.0 0.3 0.109
H 0.77869 2.95675 -1.14986 0.1 -0.2 -0.1 0.066
H -0.89530 2.40166 -0.64808 0.0 0.2 -0.8 0.096
O 3.03703 3.91727 0.06039 0.0 -0.2 0.3 -0.344
S 4.44138 3.57239 0.14517 -0.1 -0.3 0.3 0.690
O 5.36759 4.67843 -0.01926 0.0 -1.0 0.0 -0.331
C 4.78324 2.58498 1.67873 -1.6 -0.8 -1.7 -0.187
C 5.54165 1.33214 1.19652 2.3 1.0 0.5 -0.220
C 4.99736 0.91158 -0.16741 -1.3 0.2 1.0 -0.207
C 4.72257 2.15123 -0.99081 0.1 1.0 -0.3 -0.209
H 3.79841 2.12443 1.82995 -0.3 0.7 0.5 0.080
H 5.05274 3.24162 2.49568 0.5 -0.2 0.0 0.103
H 6.61033 1.57748 1.14484 0.0 -0.1 -0.2 0.116
H 5.48270 0.54946 1.95164 -0.3 -0.1 -0.1 0.093
H 4.02885 0.47586 0.10421 -0.1 -0.2 -0.5 0.092
H 5.53715 0.13929 -0.70767 0.3 0.1 0.1 0.125
H 3.80390 2.04337 -1.56604 0.0 0.1 -0.1 0.081
H 5.53248 2.51192 -1.62691 0.1 -0.3 0.0 0.101
C 3.38976 3.76666 -4.31226 0.7 0.9 0.0 -0.006
C 2.06695 4.41361 -3.96332 0.1 -0.8 0.0 -0.468
C 1.73972 5.80993 -4.42843 0.0 -0.6 0.5 0.003
O 1.30121 3.78167 -3.26513 -0.2 0.3 0.0 0.055
H 3.98866 3.64852 -3.40659 -0.3 -0.2 0.2 0.066
H 4.01469 4.42184 -4.92505 -0.2 -0.2 -0.3 0.079
H 3.24764 2.78894 -4.76389 -0.1 0.0 -0.1 0.089
H 0.70526 5.96513 -4.12916 0.1 0.5 -0.1 0.065
H 1.86861 5.97434 -5.49561 0.1 -0.1 0.0 0.087
H 2.43723 6.45243 -3.88388 -0.2 0.3 -0.1 0.098
C -4.47404 -3.38552 -2.10093 -0.8 0.2 0.3 0.005
C -3.17616 -2.64516 -2.14814 0.7 0.8 -0.3 -0.470
C -2.84173 -1.79153 -3.35555 -0.6 -0.1 0.8 -0.005
O -2.41144 -2.63296 -1.20139 -0.2 -0.4 0.2 0.033
H -5.14250 -3.01268 -1.31621 0.5 0.1 0.4 0.076
H -4.27516 -4.42292 -1.83396 -0.2 -0.1 -0.4 0.098
H -5.09405 -3.22857 -2.98344 0.4 -0.6 -0.3 0.084
H -1.78833 -1.53495 -3.33270 0.0 -0.2 -0.3 0.050
H -3.38807 -0.86405 -3.13429 0.0 0.1 -0.3 0.081
H -3.22794 -2.19806 -4.28607 0.2 0.0 -0.1 0.089
C 1.62107 -1.77334 -3.81606 0.6 0.2 -0.2 -0.027
C 0.83288 -2.33581 -4.96268 -0.7 0.2 0.5 -0.484
C 1.15927 -1.88139 -6.33575 1.3 -0.3 -1.4 -0.025
O -0.12216 -3.05833 -4.77258 0.0 -0.3 0.1 0.055
H 1.95324 -0.76681 -4.05986 -0.3 0.2 0.1 0.072
H 2.56528 -2.27710 -3.58514 -0.2 -0.5 -0.2 0.102
H 1.02433 -1.76360 -2.91455 -0.1 0.0 -0.1 0.040
H 1.76394 -2.66670 -6.81481 -0.1 -0.1 0.2 0.096
H 1.83410 -1.02631 -6.38804 -0.3 0.2 0.2 0.076
H 0.32231 -1.77356 -7.02126 -0.3 0.1 0.4 0.087
C 2.11912 1.85524 5.02211 -0.3 -1.7 -1.3 -0.025
C 0.84214 2.56275 5.31331 -1.4 0.5 1.1 -0.496
C 0.27220 3.57253 4.31406 2.2 -0.6 0.1 0.001
O 0.23971 2.33310 6.34053 0.2 -0.1 0.0 0.061
H 1.82626 1.03243 4.33878 -0.2 0.3 -0.3 0.085
H 2.46570 1.20746 5.82559 0.3 0.9 0.5 0.088
H 2.85891 2.38686 4.42861 0.2 0.2 0.5 0.069
H -0.23607 4.39187 4.80553 -0.3 -0.2 0.1 0.085
H -0.29007 3.06262 3.53661 -0.3 0.1 0.1 0.062
H 1.21459 3.93573 3.88357 -0.5 0.5 -0.6 0.075
C -6.61429 0.28533 -1.25643 -0.3 1.4 0.0 -0.014
C -5.79436 -0.39175 -0.16229 -0.1 -0.5 -1.2 -0.472
C -4.30155 -0.14365 -0.23320 0.1 0.0 -0.4 -0.005
O -6.26569 -1.21595 0.57793 -0.3 0.1 0.5 0.057
H -7.45007 -0.21125 -1.75209 0.4 -1.0 0.3 0.087
H -5.95917 0.70671 -2.01888 0.0 -0.1 0.0 0.074
H -7.17242 1.14698 -0.86357 0.4 0.1 0.4 0.087
H -3.72593 -0.92325 0.26132 -0.2 0.0 0.3 0.066
H -3.98050 0.84118 0.10908 -0.2 0.1 0.1 0.096
H -4.04224 -0.20864 -1.29346 0.1 0.2 0.1 0.063
C -5.49337 1.68763 3.62680 -0.2 0.0 0.0 -0.010
C -4.16923 0.97429 3.45704 -0.9 -0.1 0.3 -0.480
C -4.08197 -0.54227 3.50142 -0.5 0.8 -0.6 -0.014
O -3.16859 1.61757 3.25714 0.4 0.1 -0.1 0.060
H -6.02630 1.73984 2.67268 0.2 0.0 -0.2 0.083
H -5.27337 2.69721 3.96719 -0.2 0.0 0.0 0.083
H -6.20944 1.19993 4.28872 0.3 -0.1 0.2 0.083
H -3.55005 -0.74166 2.56922 0.0 0.0 0.5 0.043
H -5.01192 -1.10532 3.43571 -0.2 0.3 0.2 0.086
H -3.54744 -0.82398 4.40626 0.3 -0.2 -0.2 0.109
C 4.21261 -1.73404 3.86380 1.0 0.0 -0.4 -0.008
C 4.18016 -1.85684 2.35208 -1.0 0.1 0.5 -0.510
C 5.12920 -2.80114 1.67872 0.0 1.2 -0.1 -0.005
O 3.32994 -1.27987 1.70027 0.2 0.1 0.2 0.039
H 4.45737 -2.71602 4.27400 -0.6 0.0 0.2 0.088
H 3.32916 -1.23677 4.24801 -0.1 -0.3 0.1 0.072
H 5.09169 -1.15666 4.17554 0.0 0.2 -0.2 0.087
H 5.09472 -2.46069 0.64466 0.2 -0.6 -0.2 0.088
H 4.73759 -3.80699 1.81198 0.3 -0.2 -0.1 0.085
H 6.13144 -2.66856 2.08694 0.0 -0.4 0.0 0.090
C -0.76409 7.38170 -1.12701 0.3 1.6 -0.1 -0.020
C -1.27636 6.41656 -2.15077 0.2 -0.4 -1.1 -0.521
C -1.44591 4.98475 -1.78641 -1.5 0.6 1.0 -0.023
O -1.61737 6.77651 -3.26078 0.2 0.4 0.3 0.054
H -0.76904 8.37251 -1.59210 -0.1 -0.1 -0.1 0.084
H 0.27309 7.24918 -0.81648 -0.1 -0.6 0.0 0.087
H -1.38524 7.50438 -0.23920 -0.1 -0.5 0.0 0.084
H -1.92498 4.42977 -2.58640 0.7 -0.2 -0.2 0.097
H -2.27644 5.13355 -1.06921 0.2 -0.5 0.3 0.102
H -0.62249 4.52961 -1.25603 0.1 0.0 -0.2 0.053